Density functional theory data (ωB97M-V/def2-TZVPD) for a structure of composition C3H9N3O6 at a distorted geometry.

## Properties
LUMO in eV: -0.83
Net charge: 0
Kohn-Sham gap in eV: 7.86
Max |F| in eV Å⁻¹: 12.96
Energy relative to the best compared isomer or geometry (same formula, charge and spin) in kcal per mole: 138.8

Last column: Löwdin charge in e.
Cartesian coordinates (Å):
1 C -0.3080 -0.1757 0.7733  -0.044
2 N -1.1359 -0.8744 1.7250  -0.409
3 O -1.7430 -0.2523 2.6116  0.027
4 O -1.3217 -2.0616 1.5950  0.052
5 H -0.7922 0.7603 0.4948  0.120
6 H -0.2874 -0.7893 -0.1274  -0.119
7 H 0.6823 -0.0215 1.2019  0.097
8 C -2.1783 -1.9598 -2.6883  0.070
9 N -1.6045 -0.7848 -1.9640  -0.305
10 O -1.7681 0.3011 -2.4940  0.130
11 O -0.9394 -1.0065 -0.9494  0.063
12 H -1.9124 -1.8891 -3.7430  0.106
13 H -3.2445 -1.8735 -2.4788  0.106
14 H -1.9223 -2.9119 -2.2235  0.104
15 C 3.1226 2.1690 1.4876  0.040
16 N 1.9680 1.6555 0.6891  -0.415
17 O 0.8344 1.6471 1.1948  -0.010
18 O 2.3321 1.1246 -0.3092  0.099
19 H 2.6859 2.5594 2.4068  0.092
20 H 3.6838 2.9647 0.9976  0.097
21 H 3.8487 1.4186 1.8003  0.099

***

Density functional theory data (ωB97M-V/def2-TZVPD) for a structure of composition C54H51IIrN5P2SSbTe at a distorted geometry.

## Properties
LUMO (spin up / spin down) in eV: -5.31 / -6.66
Net charge: +2
Kohn-Sham gap (spin up / spin down) in eV: 7.16 / 5.89
Max |F| in eV Å⁻¹: 1.33
Expectation value of S²: 0.756
Energy relative to the best compared isomer or geometry (same formula, charge and spin) in kcal per mole: 19.9
Multiplicity: 2

Last column: Löwdin charge in e.
Cartesian coordinates (Å):
1 Ir -0.1260 -0.0160 0.0151  0.530
2 Te -2.4607 -1.4169 4.2210  1.494
3 C -4.4376 -1.9784 3.7377  -0.533
4 C -4.7394 -3.0856 2.9609  -0.106
5 C -6.0755 -3.3306 2.6682  -0.117
6 N -7.0758 -2.5709 3.1002  0.088
7 C -6.7735 -1.5324 3.8699  -0.129
8 C -5.4727 -1.1881 4.2201  -0.134
9 C -1.9838 -0.5423 2.4558  -0.901
10 P -0.5549 0.5064 2.2337  0.767
11 C 0.5107 0.2375 3.6888  -0.361
12 C 0.1194 0.8884 4.8672  -0.120
13 C 0.8394 0.7112 6.0383  -0.053
14 C 1.9688 -0.0964 6.0438  -0.045
15 C 2.3690 -0.7317 4.8785  -0.050
16 C 1.6427 -0.5704 3.7084  -0.113
17 C -1.0349 2.2376 2.4422  -0.388
18 C -2.3080 2.5932 2.8699  -0.092
19 C -2.6127 3.9302 3.0948  -0.064
20 C -1.6482 4.9041 2.8902  -0.070
21 C -0.3767 4.5484 2.4516  -0.053
22 C -0.0693 3.2188 2.2258  -0.089
23 P -2.0603 -1.1157 0.7517  0.797
24 C -3.6614 -0.5816 0.0706  -0.378
25 C -4.5576 0.0794 0.9108  -0.109
26 C -5.7605 0.5651 0.4159  -0.053
27 C -6.0774 0.3959 -0.9237  -0.053
28 C -5.2027 -0.2857 -1.7621  -0.050
29 C -4.0037 -0.7729 -1.2687  -0.140
30 C -2.0884 -2.9284 0.7213  -0.357
31 C -1.0661 -3.6340 1.3582  -0.152
32 C -1.0840 -5.0182 1.3856  -0.053
33 C -2.1166 -5.7142 0.7712  -0.050
34 C -3.1342 -5.0218 0.1327  -0.060
35 C -3.1246 -3.6349 0.1084  -0.092
36 H -3.9714 -3.7511 2.5923  0.086
37 H -6.3496 -4.1837 2.0576  0.117
38 H -7.6070 -0.9377 4.2269  0.116
39 H -5.2928 -0.3227 4.8453  0.096
40 H -0.7401 1.5464 4.8720  0.102
41 H 0.5241 1.2143 6.9423  0.117
42 H 2.5389 -0.2235 6.9544  0.117
43 H 3.2530 -1.3577 4.8748  0.102
44 H 1.9470 -1.0861 2.8149  -0.009
45 H -3.0521 1.8275 3.0594  0.086
46 H -3.6004 4.2074 3.4387  0.115
47 H -1.8833 5.9441 3.0736  0.118
48 H 0.3745 5.3105 2.2915  0.114
49 H 0.9219 2.9444 1.8777  0.088
50 H -4.3219 0.2035 1.9597  0.071
51 H -6.4533 1.0631 1.0814  0.116
52 H -7.0123 0.7773 -1.3122  0.117
53 H -5.4602 -0.4432 -2.8009  0.118
54 H -3.3401 -1.3167 -1.9275  0.055
55 H -0.2639 -3.1055 1.8591  0.043
56 H -0.2909 -5.5553 1.8881  0.116
57 H -2.1304 -6.7956 0.7966  0.117
58 H -3.9416 -5.5599 -0.3457  0.117
59 H -3.9333 -3.1148 -0.3818  0.099
60 I -0.6542 -0.3724 -2.8704  0.901
61 C 1.0128 0.3695 -1.7154  -0.867
62 H 1.2134 1.3927 -2.0064  -0.053
63 H 1.8273 -0.3061 -1.9737  -0.074
64 S 1.4138 -1.7330 0.4879  0.182
65 Sb 3.5133 -0.6929 0.3830  1.421
66 C 3.5217 1.3935 0.3171  -0.350
67 C 3.5500 2.0538 -0.9074  -0.140
68 C 3.5671 3.4396 -0.9361  -0.050
69 C 3.5680 4.1605 0.2498  -0.051
70 C 3.5467 3.5010 1.4718  -0.076
71 C 3.5192 2.1143 1.5095  -0.137
72 C 4.5566 -1.3525 2.0797  -0.369
73 C 5.4603 -0.5416 2.7571  -0.112
74 C 6.2152 -1.0744 3.7937  -0.061
75 C 6.0818 -2.4123 4.1354  -0.059
76 C 5.1888 -3.2249 3.4485  -0.064
77 C 4.4207 -2.6961 2.4228  -0.130
78 C 4.5477 -1.4392 -1.2742  -0.361
79 C 5.5897 -0.7089 -1.8385  -0.116
80 C 6.2884 -1.2385 -2.9130  -0.059
81 C 5.9481 -2.4869 -3.4150  -0.053
82 C 4.9135 -3.2153 -2.8440  -0.060
83 C 4.2060 -2.6920 -1.7722  -0.124
84 H 3.5747 1.5000 -1.8386  0.101
85 H 3.5862 3.9569 -1.8858  0.119
86 H 3.5912 5.2417 0.2214  0.116
87 H 3.5610 4.0651 2.3954  0.118
88 H 3.4797 1.6056 2.4673  0.098
89 H 5.5972 0.4965 2.4800  0.098
90 H 6.9177 -0.4459 4.3243  0.116
91 H 6.6823 -2.8268 4.9340  0.116
92 H 5.0956 -4.2707 3.7081  0.115
93 H 3.7198 -3.3354 1.8964  0.097
94 H 5.8705 0.2615 -1.4450  0.103
95 H 7.1015 -0.6784 -3.3546  0.116
96 H 6.4913 -2.8937 -4.2572  0.116
97 H 4.6574 -4.1910 -3.2341  0.115
98 H 3.3866 -3.2554 -1.3402  0.085
99 C -2.6210 6.3860 -2.4531  -0.070
100 C -3.5555 5.5352 -1.5998  -0.406
101 C -3.3164 5.7455 -0.1099  -0.071
102 C -3.5136 4.0506 -1.9640  -0.081
103 N -2.3625 3.3249 -1.4115  -0.056
104 C -2.3508 2.2275 -0.6699  -0.112
105 N -1.0945 1.9056 -0.4267  -0.146
106 N -0.3435 2.8474 -1.0530  0.016
107 N -1.0914 3.6939 -1.6316  0.121
108 H -2.7266 7.4365 -2.1828  0.086
109 H -2.8559 6.2916 -3.5139  0.084
110 H -1.5785 6.1041 -2.3081  0.065
111 H -4.5841 5.8311 -1.8284  0.142
112 H -2.2713 5.5621 0.1481  0.065
113 H -3.9381 5.0855 0.5012  0.077
114 H -3.5480 6.7729 0.1688  0.091
115 H -3.4941 3.9014 -3.0438  0.138
116 H -4.3861 3.5345 -1.5614  0.129
117 H -3.2335 1.7234 -0.3159  0.118

***

Density functional theory data (ωB97M-V/def2-TZVPD) for a structure of composition C5H6O6P at a distorted geometry.

## Properties
LUMO in eV: 3.68
Net charge: -1
Kohn-Sham gap in eV: 7.51
Max |F| in eV Å⁻¹: 4.11
Energy relative to the best compared isomer or geometry (same formula, charge and spin) in kcal per mole: 0.0

Last column: Löwdin charge in e.
Cartesian coordinates (Å):
1 C -0.9253 1.6275 1.0759  -0.690
2 C -1.8898 0.5896 -1.7616  -0.499
3 C 0.9354 0.9464 -0.3859  -0.162
4 C 0.5373 1.0617 1.1129  -0.310
5 C 0.8155 -2.6594 0.2269  -0.257
6 O -1.6881 0.8412 0.4681  -0.127
7 O -2.0637 -0.5444 -1.9051  0.140
8 O -1.2544 2.6477 1.6242  0.029
9 O -1.8080 1.7408 -1.9742  0.159
10 O 0.3617 -0.2685 -0.8056  -0.367
11 O 0.5279 -0.2338 1.6176  -0.257
12 P -0.3160 -1.0995 0.3651  0.918
13 H 0.5752 1.7666 -0.9055  0.088
14 H 2.0186 0.6427 -0.6950  0.152
15 H 1.1982 1.7206 1.7224  0.152
16 H 0.7310 -2.6465 -0.8751  0.007
17 H 0.4658 -3.7124 0.5036  0.036
18 H 1.7787 -2.4202 0.5910  -0.013

***

Density functional theory data (ωB97M-V/def2-TZVPD) for the molecule C4H10N2O at a distorted geometry.

## Properties
LUMO in eV: 0.99
Net charge: 0
Kohn-Sham gap in eV: 10.26
Max |F| in eV Å⁻¹: 2.93
Energy relative to the best compared isomer or geometry (same formula, charge and spin) in kcal per mole: 43.3
SMILES string: NCCCNC=O

Last column: Löwdin charge in e.
Cartesian coordinates (Å):
1 O -3.2906 -1.4554 -1.1104  0.017
2 C -2.5155 -0.5408 -1.2575  -0.369
3 N -1.7240 -0.0344 -0.2376  0.011
4 C -0.6041 0.8507 -0.3205  -0.192
5 C 0.7834 0.0489 -0.5225  -0.175
6 C 1.2875 -0.5583 0.7889  -0.268
7 N 1.9826 0.4957 1.6576  -0.042
8 H -2.4124 -0.0745 -2.2346  0.127
9 H -2.0946 -0.6236 0.5054  0.143
10 H -0.3879 1.4178 0.5921  0.111
11 H -0.6488 1.4966 -1.2080  0.115
12 H 0.4460 -0.7829 -1.1666  0.107
13 H 1.4856 0.7649 -0.9811  0.104
14 H 0.4483 -0.9504 1.3633  0.096
15 H 2.0567 -1.3325 0.7241  0.096
16 H 2.5705 1.0723 1.0054  0.067
17 H 2.6175 0.2059 2.4019  0.052

***

> max |F| of number 2 (C54H51IIrN5P2SSbTe)?

1.33 eV Å⁻¹

***

> The highest net charge belongs to which entry?

C54H51IIrN5P2SSbTe

***

Copy entry 4 word for word.
Density functional theory data (ωB97M-V/def2-TZVPD) for the molecule C4H10N2O at a distorted geometry.

## Properties
LUMO in eV: 0.99
Net charge: 0
Kohn-Sham gap in eV: 10.26
Max |F| in eV Å⁻¹: 2.93
Energy relative to the best compared isomer or geometry (same formula, charge and spin) in kcal per mole: 43.3
SMILES string: NCCCNC=O

Last column: Löwdin charge in e.
Cartesian coordinates (Å):
1 O -3.2906 -1.4554 -1.1104  0.017
2 C -2.5155 -0.5408 -1.2575  -0.369
3 N -1.7240 -0.0344 -0.2376  0.011
4 C -0.6041 0.8507 -0.3205  -0.192
5 C 0.7834 0.0489 -0.5225  -0.175
6 C 1.2875 -0.5583 0.7889  -0.268
7 N 1.9826 0.4957 1.6576  -0.042
8 H -2.4124 -0.0745 -2.2346  0.127
9 H -2.0946 -0.6236 0.5054  0.143
10 H -0.3879 1.4178 0.5921  0.111
11 H -0.6488 1.4966 -1.2080  0.115
12 H 0.4460 -0.7829 -1.1666  0.107
13 H 1.4856 0.7649 -0.9811  0.104
14 H 0.4483 -0.9504 1.3633  0.096
15 H 2.0567 -1.3325 0.7241  0.096
16 H 2.5705 1.0723 1.0054  0.067
17 H 2.6175 0.2059 2.4019  0.052

***

> Which of these has the highest max |F|?

C3H9N3O6